C30H44B2IrN8O3 as an isolated structure, computed with ωB97M-V/def2-TZVPD.

```
! RIJCOSX wB97M-V def2-TZVPD def2/J DEFGRID3
* xyz 2 2
Ir -0.32080 -0.77135 -0.40165
C -0.94576 2.85783 -3.19719
C -1.89155 1.67201 -2.97682
C -2.41054 1.61154 -1.55425
C -1.23477 0.38167 -3.35588
C -0.99168 -0.10571 -4.63934
C -0.38374 -1.33284 -4.47134
N -0.27676 -1.57917 -3.16198
N -0.79783 -0.53250 -2.47026
B 0.18678 -2.83869 -2.41178
N -0.94062 -3.28826 -1.49362
C -1.64400 -4.41276 -1.59388
C -2.55780 -4.43951 -0.57477
C -2.36881 -3.27470 0.16527
N -1.36289 -2.55232 -0.41430
C -3.25048 -3.06991 1.37560
C -4.68017 -2.76272 0.90392
C -2.81129 -2.06482 2.41188
N 1.41388 -2.55639 -1.49732
C 2.63036 -3.07745 -1.62304
C 3.42557 -2.61488 -0.60138
C 2.64379 -1.75847 0.16686
N 1.39599 -1.75001 -0.38591
C 3.21467 -1.06135 1.37550
C 2.29846 -0.11396 2.11469
C 3.74219 -2.11933 2.35941
H -1.45244 3.79096 -2.95068
H -0.62102 2.91471 -4.23577
H -0.05881 2.76609 -2.56728
H -2.73904 1.79200 -3.65649
H -1.56831 1.49533 -0.86624
H -3.11976 0.79412 -1.40920
H -2.90667 2.53706 -1.26216
H -1.25429 0.37022 -5.56856
H -0.03951 -2.05627 -5.19235
H 0.47845 -3.67905 -3.20363
H -1.43750 -5.11517 -2.38438
H -3.27029 -5.21447 -0.35249
H -3.25724 -4.05233 1.85394
H -4.70489 -1.82573 0.34269
H -5.33732 -2.65955 1.76711
H -5.08090 -3.54910 0.26694
H -2.93319 -1.05858 2.01737
H -1.78409 -2.23130 2.73283
H -3.45170 -2.13876 3.29007
H 2.84505 -3.75003 -2.43743
H 4.46219 -2.84730 -0.43119
H 4.07571 -0.50250 0.99422
H 1.50989 -0.67258 2.60748
H 1.85081 0.64381 1.47122
H 2.86041 0.40477 2.89177
H 2.91216 -2.68989 2.77966
H 4.26621 -1.62653 3.17749
H 4.43242 -2.81820 1.89203
C 2.95873 0.66962 -2.44707
N 2.81430 1.70765 -1.43452
C 3.92066 2.66094 -1.32246
C 3.35718 4.04102 -1.07023
C 2.52987 3.99105 0.19243
N 1.61735 2.83492 0.19578
C 0.54661 2.95606 1.16696
C 1.73021 1.80212 -0.64824
O 0.82687 0.90784 -0.79401
H 3.05979 1.12965 -3.43106
H 2.09102 0.01965 -2.45236
H 3.85312 0.07851 -2.24528
H 4.48283 2.62537 -2.25319
H 4.59076 2.35463 -0.51358
H 2.73631 4.33753 -1.91823
H 4.15410 4.77477 -0.96387
H 1.91407 4.88595 0.28802
H 3.16549 3.93226 1.07984
H -0.12636 3.77302 0.89990
H 0.97176 3.15890 2.15083
H -0.02640 2.04409 1.21300
O -0.49411 -0.10289 2.66924
B -0.99125 0.05153 1.41339
O -2.04710 0.91728 1.32423
C -2.26079 1.31177 2.65521
C -3.23108 2.15055 3.14548
C -3.21365 2.34415 4.52555
C -2.27380 1.71998 5.34141
C -1.29859 0.87056 4.82213
C -1.32808 0.69585 3.46019
H -3.96293 2.62222 2.50513
H -3.95220 2.99449 4.97319
H -2.30343 1.89462 6.40787
H -0.56980 0.37660 5.44896
*
```

Output
LUMO (spin up / spin down), eV: -7.61 / -8.17
Gap between HOMO and LUMO (spin up / spin down), eV: 6.38 / 5.81
E_HOMO (spin up / spin down), eV: -14.0 / -14.0
E, eV: -54069.054
Energy relative to the best compared isomer or geometry (same formula, charge and spin), kJ/mol: 95.1

Atomic partial charges in e from the Löwdin method, atoms 1 to 6: 1.59 -0.03 -0.34 -0.06 -0.22 0.03



C30H44BrCl5MoN4SSi2Te as an isolated structure in a non-equilibrium geometry, computed with ωB97M-V/def2-TZVPD.

```
! RIJCOSX wB97M-V def2-TZVPD def2/J DEFGRID3
* xyz 2 3
Mo 10.30113 11.14122 13.44217
C 10.48476 15.99073 8.68875
C 9.59292 14.86808 9.09033
C 8.26589 14.77552 8.64470
C 7.38337 13.83528 9.14085
C 7.81464 12.93810 10.02545
Br 6.70179 11.52846 10.67993
N 9.07705 12.95120 10.47005
C 9.92657 13.90381 10.02007
H 10.21677 16.86620 9.28959
H 10.20777 16.27322 7.67117
H 11.52392 15.81847 8.75869
H 7.94508 15.50254 7.88431
H 6.32650 13.85857 8.84039
H 10.95833 13.79926 10.36065
C 10.57644 8.47816 13.71628
C 11.90090 9.06421 14.18682
C 13.06828 8.53046 14.58702
C 14.01225 9.63148 14.65275
C 13.38330 10.79392 14.35838
C 13.84851 12.18564 14.27292
N 12.06841 10.45830 14.00465
H 10.28199 7.55110 14.28564
H 10.57138 8.19152 12.66745
H 9.70589 9.16673 13.99905
H 13.30357 7.47912 14.79263
H 15.08213 9.53366 14.88134
H 14.95914 12.19384 14.37019
H 13.49080 12.81614 15.08300
H 13.60105 12.62000 13.32602
C 7.82125 9.74980 17.94943
N 8.00408 11.15274 17.65667
C 7.00345 12.09839 18.17434
C 7.55645 13.46029 17.77347
N 8.51710 13.05909 16.74087
C 8.75988 11.74386 16.75504
S 10.05412 10.85535 16.01515
H 6.75322 9.58190 17.86344
H 8.13911 9.43070 18.95093
H 8.43436 9.19301 17.22713
H 6.87674 11.93042 19.22520
H 6.07851 11.88244 17.61751
H 8.06924 13.94437 18.61010
H 6.78153 14.08966 17.41806
H 9.15672 13.70152 16.31998
Cl 6.69622 11.14797 14.44624
C 7.46061 12.62493 14.07628
C 8.83058 12.59917 13.81832
C 9.51118 13.77842 13.73674
Cl 11.20894 13.54231 13.31966
C 8.87744 15.02005 13.84374
Cl 9.73955 16.51733 13.67738
C 7.47920 15.03433 14.02944
Cl 6.64647 16.47918 14.02731
C 6.74650 13.81074 14.16961
Cl 5.06778 13.84378 14.39238
C 7.92789 8.18766 11.77682
Si 8.62839 7.92956 10.08252
C 9.65212 6.35386 10.08508
C 7.28290 7.80317 8.84887
C 9.66685 9.39644 9.48377
Te 11.06679 10.48693 10.63180
C 12.50260 8.90532 10.80992
Si 14.19457 9.20534 10.01376
C 15.34825 7.79086 10.46419
C 14.99106 10.72583 10.78772
C 14.21738 9.37488 8.17979
H 8.25042 7.41855 12.48134
H 6.81516 8.10887 11.76277
H 8.13936 9.17811 12.17155
H 8.94897 5.56197 10.29275
H 10.39721 6.25470 10.84274
H 10.03658 6.14338 9.05519
H 6.68613 6.91289 9.05704
H 7.76101 7.75848 7.85373
H 6.74536 8.75091 8.83155
H 8.97912 10.16435 9.13387
H 10.26791 9.15560 8.60611
H 11.96144 8.11799 10.31466
H 12.62990 8.63076 11.89208
H 15.76329 7.78839 11.47576
H 16.21612 7.89813 9.78579
H 14.95531 6.82176 10.23393
H 14.86003 10.92127 11.86791
H 14.61809 11.63449 10.29981
H 16.10622 10.64087 10.55294
H 13.97478 8.35834 7.67809
H 15.21689 9.58963 7.88263
H 13.60136 10.18876 7.81654
*
```

Output
LUMO (spin up / spin down), eV: -7.34 / -7.06
Gap between HOMO and LUMO (spin up / spin down), eV: 6.06 / 6.36
E_HOMO (spin up / spin down), eV: -13.4 / -13.4
E, eV: -206164.456
Energy relative to the best compared isomer or geometry (same formula, charge and spin), kJ/mol: 0.0

Atomic partial charges in e from the Löwdin method, atoms 1 to 6: 1.19 -0.02 -0.24 0.01 -0.11 -0.73